Here is a 7-piece molecular cluster, C14H42O12 overall at a distorted geometry from the Open Molecules 2025 dataset. Energies are from wB97M-V/def2-TZVPD.

The geometry in XYZ format:
```
68
Properties=species:S:1:pos:R:3:mulliken_charge:R:1
O -1.50 -1.19 -1.54 -0.29
C -2.55 -1.72 -2.26 -0.54
C -3.39 -2.55 -1.34 -0.31
O -2.52 -3.52 -0.74 -0.51
H -0.95 -0.68 -2.18 0.12
H -3.11 -0.93 -2.78 0.42
H -2.16 -2.33 -3.09 0.29
H -4.17 -3.05 -1.93 0.34
H -3.76 -1.91 -0.57 0.21
H -1.60 -3.20 -0.77 0.33
O 0.48 -0.09 0.41 0.07
C 1.58 -0.93 0.34 -0.44
C 1.35 -2.25 1.09 -0.48
O 0.34 -3.00 0.44 -0.59
H -0.34 -0.62 0.40 -0.05
H 1.88 -1.14 -0.67 0.21
H 2.38 -0.35 0.83 0.35
H 1.11 -1.98 2.14 -0.13
H 2.26 -2.79 0.98 0.43
H -0.36 -3.18 1.08 0.51
O -0.44 1.78 -1.48 -0.52
C -1.48 2.46 -0.70 -0.30
C -1.85 3.78 -1.22 -0.73
O -0.88 4.81 -1.07 -0.55
H -0.09 1.07 -0.81 0.48
H -2.33 1.81 -0.77 0.34
H -1.22 2.50 0.32 0.27
H -2.69 4.05 -0.57 0.39
H -2.23 3.71 -2.23 0.29
H -0.08 4.48 -1.51 0.39
O 0.92 0.64 3.42 -0.55
C -0.26 0.01 3.90 0.08
C 0.14 -1.07 4.86 -0.47
O 0.74 -0.58 6.04 -0.59
H 0.88 0.78 2.48 0.13
H -0.76 0.84 4.42 0.39
H -0.80 -0.38 3.06 0.05
H 0.81 -1.77 4.35 0.25
H -0.67 -1.64 5.21 0.23
H 1.61 -0.28 5.83 0.34
O 1.70 3.45 -1.87 -0.64
C 2.13 3.47 -0.52 -0.47
C 2.98 2.25 -0.40 0.16
O 3.21 1.88 0.99 -0.53
H 1.05 2.72 -1.96 0.48
H 2.66 4.39 -0.27 0.42
H 1.28 3.37 0.20 0.25
H 3.97 2.44 -0.89 0.27
H 2.60 1.37 -0.84 -0.14
H 3.21 2.79 1.41 0.32
C 3.22 0.77 -4.64 -0.94
C 2.34 2.00 -4.84 0.38
O 2.79 2.60 -6.03 -0.57
H 3.10 0.12 -5.44 0.41
H 2.94 0.14 -3.70 0.09
H 4.31 0.94 -4.51 0.27
H 2.39 2.69 -3.98 -0.04
H 1.25 1.75 -4.91 0.11
H 3.03 3.55 -5.89 0.33
C -3.46 -4.13 2.69 -1.20
C -2.54 -2.96 2.76 -0.04
O -1.12 -3.32 2.56 -0.42
H -3.26 -4.69 1.76 0.29
H -4.50 -3.72 2.56 0.34
H -3.28 -4.75 3.62 0.37
H -2.63 -2.44 3.69 0.35
H -2.67 -2.22 1.94 0.06
H -1.00 -4.04 3.15 0.22
```

## Properties
- HOMO (eV) = -10.035
- SMILES = OCCO.OCCO.OCCO.OCCO.OCCO.CCO.CCO
- relative energy (zero: lowest compared OMol25 entry of this formula, charge and spin) (eV) = 0.442
- orbital gap (eV) = 10.48